No. 1
A structure of composition C22H27N6O5PtS3. Source: the OMol25 dataset; level of theory: ωB97M-V with the def2-TZVPD basis set.

Values from the calculation:
charge = +2
E_LUMO (spin up / spin down) = -6.453 / -7.153 eV
E_tot = -2872.56229 Ha
max |F| = 0.7 eV/A
ΔE to the lowest compared entry with this formula, charge and spin = 0.0 kJ/mol
E_HOMO (spin up / spin down) = -13.75 / -13.82 eV
Kohn-Sham gap (spin up / spin down) = 7.3 / 6.7 eV
spin multiplicity = 2
⟨S²⟩ = 0.76

Positions of all 64 atoms, in Å:
H 1.06 -4.79 0.85
N 3.45 2.27 -3.22
H 4.67 -0.54 -2.07
H -3.80 -4.85 -2.52
H 5.16 1.76 -2.15
C -4.53 -3.64 -0.90
H 5.31 1.52 -3.90
O -1.78 0.55 -2.21
C 4.15 -0.03 -2.88
H 2.70 3.04 4.40
H -3.21 -0.64 0.01
H -5.02 -2.22 0.62
H -2.94 0.19 4.40
C -3.34 -1.57 -0.53
H 1.81 6.06 1.46
H 4.24 -0.61 -3.79
C -5.66 -4.57 -0.56
C 2.55 3.37 3.37
C -3.67 -3.93 -1.96
H -1.98 -3.28 -3.13
C 0.43 -1.64 -0.09
H -3.13 1.75 3.56
C 2.32 1.79 -2.76
H 3.03 -3.64 1.85
H 2.12 4.28 -0.31
H 3.28 -1.18 1.52
H 3.56 3.27 -3.36
C -4.35 -2.45 -0.19
C 0.23 -3.01 0.03
S 2.36 0.08 -2.55
N 2.54 2.83 1.09
C -2.82 0.71 3.45
H -2.74 1.82 1.38
H -3.40 0.20 2.69
N -1.75 1.81 1.21
O 0.30 1.05 1.86
O -0.44 -1.36 -3.09
C -2.65 -3.06 -2.30
C 2.22 4.10 0.75
N -0.32 -0.62 -0.66
S 0.91 2.55 -2.25
C -2.49 -1.89 -1.58
H -5.36 -5.61 -0.68
C 1.18 -3.73 0.73
C 2.29 -3.09 1.29
H -6.51 -4.40 -1.22
H -1.70 2.06 -0.76
H 2.11 5.41 3.85
C -0.90 1.17 2.05
C 4.64 1.42 -3.05
Pt 1.12 0.79 -0.44
O -1.41 0.63 3.15
S -1.23 -0.77 -2.04
H -1.37 3.43 0.13
O 2.76 1.94 0.10
H -0.64 -3.49 -0.41
N -1.24 2.43 0.07
H -6.00 -4.43 0.46
C 2.23 4.68 3.07
H 2.94 1.41 2.50
C 2.44 -1.73 1.12
C 2.06 5.04 1.74
C 2.70 2.45 2.36
N 1.52 -1.05 0.44

***

No. 2
A cluster of 10 separate species, C2H26N3O9 in total in a non-equilibrium geometry. Source: the OMol25 dataset; level of theory: ωB97M-V with the def2-TZVPD basis set.

Values from the calculation:
charge = +1
E_LUMO = -2.462 eV
E_tot = -933.06008 Ha
max |F| = 2.5 eV/A
ΔE to the lowest compared entry with this formula, charge and spin = 0.0 kJ/mol
E_HOMO = -13.07 eV
Kohn-Sham gap = 10.6 eV
spin multiplicity = 1

Positions of all 40 atoms, in Å:
H -0.30 -1.88 1.23
H 0.92 1.28 1.72
C 0.42 -0.53 -0.05
H 0.01 -1.13 -4.69
H 3.03 -0.56 1.66
H -1.86 1.62 -1.55
O -1.30 2.25 -2.02
O -2.66 0.33 -0.96
H 0.48 2.46 0.63
H 1.01 0.96 -1.31
O -2.45 -2.44 -0.83
H 4.43 0.02 1.62
O -2.61 0.54 1.68
H -0.18 -1.03 -1.99
O -0.84 -3.64 1.02
N 0.08 -0.94 1.18
O 1.29 -0.06 3.70
N 0.19 -1.35 -1.09
H -2.54 0.42 0.02
O 3.51 0.26 1.73
H -2.91 -2.93 -1.51
H 2.96 3.61 -0.88
O 0.50 -1.19 -3.85
H 0.71 -0.78 1.98
H 0.98 0.44 4.44
O 2.58 3.27 -1.69
H -1.44 -3.39 0.27
H -1.85 -0.04 1.88
C 1.19 1.60 0.72
H -2.75 -1.50 -0.90
H -1.47 -3.97 1.66
N 0.86 0.68 -0.36
H -3.53 0.71 -1.08
H 2.22 1.88 0.69
H 1.47 -1.19 -4.00
H 1.90 3.86 -1.99
H 2.24 0.17 3.75
H -1.73 3.11 -2.17
H -0.21 -2.26 -0.90
H -2.39 1.30 2.23

***

No. 3
A structure of composition C29H46BaBrN3P2 in a non-equilibrium geometry. Source: the OMol25 dataset; level of theory: ωB97M-V with the def2-TZVPD basis set.

Values from the calculation:
charge = +2
E_LUMO = -6.881 eV
E_tot = -4578.53410 Ha
max |F| = 2.8 eV/A
ΔE to the lowest compared entry with this formula, charge and spin = 154.1 kJ/mol
E_HOMO = -12.70 eV
Kohn-Sham gap = 5.8 eV
spin multiplicity = 1

Positions of all 82 atoms, in Å:
P -0.65 -1.95 -0.01
C 2.30 -0.17 2.49
C -3.97 2.78 -0.91
H 4.37 -0.47 -4.61
H 1.94 1.73 6.06
C -1.96 4.19 -0.74
C -5.29 0.93 1.95
H 0.18 1.64 5.76
Ba -0.09 1.94 0.14
P 3.27 -0.18 -1.74
C 4.82 2.26 -1.68
C -5.24 2.15 1.14
H -2.65 -2.66 2.38
H 4.61 -1.72 -3.01
H 6.41 0.01 -2.66
C -2.59 -3.37 1.55
C 6.14 -0.69 -1.86
H 4.37 1.01 0.04
C 1.13 1.10 5.67
H 4.52 2.38 -2.73
H 1.98 -0.20 -3.75
H -0.61 -3.31 -1.99
H -3.66 4.29 0.62
H 2.91 -0.73 1.80
C 1.87 -3.29 0.26
H -5.76 1.51 -0.85
H -1.34 -0.39 -2.70
H 6.31 -0.21 -0.89
C -2.35 -2.66 0.23
H 6.86 -1.53 -1.92
H 2.99 1.92 -0.57
C 0.75 1.22 3.18
C -5.45 -1.48 2.00
H -1.75 2.17 -3.48
H -3.74 -0.53 4.63
H -1.39 4.99 -0.25
C 3.88 0.51 -4.48
H -0.06 -4.29 0.11
H -3.57 -3.87 1.52
H 2.07 -3.11 -0.80
C 3.89 1.34 -0.89
H 2.33 1.46 -3.28
H -2.55 -3.34 -0.62
H -4.38 1.75 3.77
H 3.00 -0.68 4.54
C -2.16 2.59 -2.56
H -5.17 3.08 1.70
C 0.37 -3.38 0.56
C 4.74 -1.26 -2.01
C 2.79 0.47 -3.42
H -1.51 -1.84 -3.70
N 1.38 0.73 4.28
H 4.60 -2.07 -1.27
H -4.09 1.58 -2.68
H 2.34 -2.50 0.85
H -5.80 -2.43 1.59
C -3.23 3.81 -0.26
C -5.12 2.16 -0.24
H 4.64 1.27 -4.30
H 2.34 -4.24 0.53
H -1.83 -4.13 1.76
N -4.64 -1.54 3.06
C -1.55 -1.47 -2.67
C -3.46 2.26 -2.12
H -6.43 -0.26 0.52
C -4.67 0.85 3.22
C -5.82 -0.27 1.42
H 3.42 0.75 -5.45
C -4.31 -0.42 3.71
C -1.43 3.47 -1.79
H -3.03 -1.80 0.12
C 2.36 -0.15 3.85
H 5.86 1.92 -1.64
H 0.22 -3.45 1.65
H 1.08 0.18 6.28
N 1.29 0.68 2.06
H 4.78 3.27 -1.25
H -2.57 -1.62 -2.30
C -0.52 -2.23 -1.83
Br 0.83 3.53 -2.13
H -0.07 1.94 3.22
H 0.50 -1.93 -2.11

***

No. 4
A structure of composition C12H20AlBBr3CaCl5CsF5LiNO9Si2 in a non-equilibrium geometry. Source: the OMol25 dataset; level of theory: ωB97M-V with the def2-TZVPD basis set.

Values from the calculation:
charge = 0
E_LUMO = -2.638 eV
E_tot = -13274.75159 Ha
max |F| = 13.7 eV/A
ΔE to the lowest compared entry with this formula, charge and spin = 565.3 kJ/mol
E_HOMO = -4.69 eV
Kohn-Sham gap = 2.1 eV
spin multiplicity = 1

Positions of all 62 atoms, in Å:
Br -0.38 -8.35 -3.93
H -1.91 0.59 2.41
F -2.81 -6.67 -2.40
Br -1.55 3.90 5.33
O -0.61 -3.23 -0.68
H -3.03 5.76 6.02
H -0.81 5.85 7.42
N 2.88 1.12 0.75
H -3.44 4.28 6.92
C -1.77 5.43 7.74
F -5.28 -7.22 -3.89
Cl -1.11 2.72 -3.26
H 4.75 1.32 2.02
C 0.84 -5.77 -2.99
H 4.27 -0.43 1.46
C 0.24 -3.89 -1.55
H 0.22 1.34 3.03
C -0.49 4.05 -4.26
F -2.82 -8.67 -4.55
Cl -1.77 5.27 -4.48
Cs 1.12 5.38 -6.20
C -3.63 -0.35 -1.26
C -2.62 4.92 6.60
C 2.46 -3.92 -2.79
Br -1.37 4.01 9.01
H -2.31 6.19 8.32
H 2.54 -6.61 -4.39
H 4.28 1.95 -0.83
H 3.21 0.43 2.81
C 3.84 0.62 1.81
Li 0.22 5.88 9.25
Cl 0.13 -0.71 0.75
Ca -1.51 0.49 4.73
H 0.75 3.50 -1.02
O 0.56 -6.85 -3.49
C 3.48 1.12 -0.64
H -0.15 -2.40 -0.45
C -0.08 -5.07 -2.07
O 3.02 3.28 2.14
O 3.00 -5.78 -4.15
H -1.01 -5.57 -1.84
F -2.59 3.01 -0.15
Cl 0.01 3.42 -5.85
Cl 0.91 4.80 -3.45
H 2.65 3.08 3.07
C 1.53 -3.22 -1.89
F -3.06 -5.82 -5.20
H 2.57 1.18 -1.41
Al -3.49 -7.09 -4.01
H -2.37 0.73 -1.30
O -0.82 2.30 0.71
Si 0.64 3.23 0.44
C 2.14 -5.11 -3.31
O 1.79 -2.12 -1.41
O -3.36 -0.11 -0.05
H 3.40 -3.43 -3.01
B 2.27 2.45 1.13
H 0.40 4.56 1.04
O -4.49 -1.09 -1.78
O -2.83 0.33 -2.06
Si -0.59 1.00 1.87
H 3.93 0.02 -0.80

***

No. 5
A structure of composition C25H27BO4 in a non-equilibrium geometry. Source: the OMol25 dataset; level of theory: ωB97M-V with the def2-TZVPD basis set.

Values from the calculation:
charge = 0
E_LUMO = -0.319 eV
E_tot = -1294.51043 Ha
max |F| = 5.4 eV/A
ΔE to the lowest compared entry with this formula, charge and spin = 0.0 kJ/mol
E_HOMO = -7.40 eV
Kohn-Sham gap = 7.1 eV
spin multiplicity = 1

Positions of all 57 atoms, in Å:
H 2.31 -2.04 0.55
C 2.27 -2.14 1.64
O 3.65 -2.35 2.14
H 4.57 2.04 -2.32
O 3.04 -1.59 4.35
H -0.08 0.37 2.39
H -3.01 -0.42 -3.19
C -4.50 -1.20 0.56
C 0.23 -0.55 1.88
H -2.13 1.11 1.38
C -4.15 1.39 -3.53
C -1.72 -0.88 0.60
H -3.63 4.35 -1.90
H -1.59 -3.03 0.43
H -4.84 0.94 -4.24
H -0.98 -0.44 -2.11
C 1.64 -0.87 2.36
C -2.25 -2.16 0.48
H -4.58 0.98 0.87
C -1.17 0.50 -1.60
C 2.58 0.37 2.23
O 3.90 -0.01 2.72
H -0.37 1.73 0.06
C 2.47 1.64 -1.63
H 1.03 -2.15 4.09
H -1.79 3.01 -0.87
C -4.30 2.76 -3.20
H 2.18 1.18 2.87
C 1.87 0.52 -1.09
H 0.32 -1.27 -0.19
C -3.48 3.32 -2.21
C 5.19 -0.82 -1.50
C -0.37 0.76 -0.44
H 0.77 0.52 -1.01
C -0.18 -0.48 0.38
H 6.07 -0.18 -1.71
B 3.72 -1.36 3.16
C 3.84 1.35 -1.86
H 1.95 2.58 -1.90
H -0.38 -1.35 2.33
C 4.03 0.05 -1.46
C -3.14 0.65 -2.97
H 2.61 0.72 1.19
C -2.45 2.60 -1.64
C -3.65 -2.31 0.46
O 2.81 -0.45 -1.02
H -4.10 -3.33 0.39
C -3.95 0.09 0.80
C -2.23 1.26 -2.07
C 1.66 -1.27 3.91
H 5.09 -1.52 -2.35
H 5.41 -1.38 -0.58
H 1.29 -0.44 4.54
H -5.57 -1.30 0.51
C -2.58 0.17 1.00
H -5.06 3.37 -3.67
H 1.68 -3.03 1.92

***

No. 6
The molecule C4H6N2O2 in a non-equilibrium geometry. Source: the OMol25 dataset; level of theory: ωB97M-V with the def2-TZVPD basis set.

Values from the calculation:
charge = 0
E_LUMO = 0.598 eV
E_tot = -415.94558 Ha
max |F| = 5.6 eV/A
ΔE to the lowest compared entry with this formula, charge and spin = 249.5 kJ/mol
E_HOMO = -7.79 eV
Kohn-Sham gap = 8.4 eV
spin multiplicity = 1

Positions of all 14 atoms, in Å:
O -0.49 0.54 -0.29
H 2.24 0.99 -0.62
C 0.68 -0.31 -0.09
H -3.02 0.63 1.48
N -2.51 0.69 0.62
H 0.99 -1.45 1.80
H -2.97 1.42 0.02
H 2.63 -0.87 -0.62
O 1.82 -0.31 -2.38
N -0.70 -0.37 1.71
C -1.27 0.29 0.72
C 0.50 -0.67 1.29
C 1.95 -0.12 -1.00
H 0.86 0.10 -2.58